CH3ClN2O2 | wB97M-V/def2-TZVPD

Results
Gap between HOMO and LUMO (alpha / beta) (eV): 8.260 / 7.091
LUMO energy (alpha / beta) (eV): -0.852 / -1.610
ΔE to the lowest compared entry with this formula, charge and spin (eV): 4.774

Atoms and positions in Å:
C -0.89758 0.31963 -0.09822
N 1.66624 -1.09301 0.03853
N 1.39088 0.10849 0.33658
O 2.79997 -1.61352 -0.01248
O 2.06119 1.12362 0.35663
Cl -1.55241 -1.18160 0.31307
H -1.05579 1.11941 0.60164
H -0.80071 0.54419 -1.14649
H 0.82853 -1.70890 0.04123

Atomic forces in eV per Å
1.46 -0.01 0.17
0.29 -0.94 -0.16
-2.56 1.46 0.21
0.25 0.12 -0.06
0.46 -0.96 -0.22
-0.30 -0.26 0.02
0.04 0.06 0.15
-0.02 -0.07 -0.11
0.38 0.59 0.01

Atomic partial charges in e from the Mulliken method, atoms 1 to 2: C -0.334; N 0.428